Record 1
Entry from OMol25: a cluster of 2 separate species, C2H6N3 in total (ωB97M-V/def2-TZVPD).

Geometry as XYZ:
```
11
Properties=species:S:1:pos:R:3
C -0.78 -1.80 1.29
C 0.71 1.70 -1.41
N -0.07 -0.62 1.18
N 0.11 0.58 -1.22
N 0.27 0.35 0.73
H -0.37 -2.65 0.71
H -1.79 -1.64 0.99
H -0.93 -1.85 2.35
H 1.35 1.42 -2.34
H 1.39 1.93 -0.51
H 0.10 2.59 -1.77
```

Results
calculated total energy: -6628.0353 eV
gap between HOMO and LUMO (spin up / spin down): 7.9 / 7.8 eV
total charge: +1

Mulliken atomic charge list, values in e, 5 entries: -0.518, -0.407, 0.224, -0.164, -0.008

Record 2
Entry from OMol25: the ion C2H9N4O with charge +1 (ωB97M-V/def2-TZVPD).

Geometry as XYZ:
```
16
Properties=species:S:1:pos:R:3
C -0.49 -0.52 -0.05
C 3.21 0.45 -0.14
N 1.19 -0.60 0.11
N -1.32 -1.57 0.33
N -1.19 0.62 -0.46
N -2.63 0.72 -0.08
O 1.77 0.52 -0.16
H 3.72 1.24 -0.76
H 3.60 -0.49 -0.32
H 3.55 0.75 0.96
H -1.14 -2.50 0.02
H -1.56 -1.75 1.38
H -0.70 1.50 -0.73
H -2.97 1.36 -0.80
H -2.68 1.37 0.73
H -2.34 -1.09 -0.04
```

Results
2S+1: 3
calculated total energy: -10213.4971 eV
gap between HOMO and LUMO (spin up / spin down): 7.4 / 9.6 eV
<S²>: 2.01
total charge: +1

Mulliken atomic charge list, values in e, 5 entries: -0.132, -0.508, -0.301, -0.256, -0.121

Record 3
Entry from OMol25: a structure of composition C6H16N2 (ωB97M-V/def2-TZVPD).

Geometry as XYZ:
```
24
Properties=species:S:1:pos:R:3
C 2.78 0.50 1.42
C 1.51 -0.42 1.44
C 0.77 0.30 -0.91
C -0.59 1.25 -0.95
C -1.79 0.36 -1.49
C -2.10 -1.05 0.54
H 3.03 0.46 2.42
H 2.51 1.66 1.23
H 3.73 0.27 0.55
H 0.51 -0.28 1.94
H 1.94 -1.43 1.82
H 0.47 -1.54 -0.09
H 0.81 0.14 -1.91
H 1.65 1.05 -0.77
H -0.21 2.11 -1.86
H -0.92 1.68 -0.02
H -2.11 0.53 -2.65
H -2.76 1.00 -0.72
H -2.50 -1.33 -1.56
H -3.10 -0.77 0.69
H -1.16 -0.46 0.99
H -1.94 -2.25 0.89
N 1.19 -0.79 0.01
N -1.72 -0.98 -1.01
```

Results
calculated total energy: -9455.7643 eV
gap between HOMO and LUMO: 9.1 eV

Mulliken atomic charge list, values in e, 5 entries: -1.097, -0.271, -0.930, -0.535, -0.577

Record 4
Entry from OMol25: a cluster of 2 separate species, C2H8NO in total (ωB97M-V/def2-TZVPD).

Geometry as XYZ:
```
12
Properties=species:S:1:pos:R:3
C -1.07 -0.84 0.13
C 0.12 -1.34 -0.27
N -1.17 0.44 0.83
H -2.18 -1.33 0.08
H 0.24 -2.28 -0.81
H 1.00 -0.73 -0.14
H -1.92 0.34 1.53
H -0.28 0.85 1.32
H -1.66 1.16 0.23
H 3.02 0.75 -1.06
H 1.86 1.89 -1.16
O 2.04 1.09 -0.68
```

Results
calculated total energy: -5732.9112 eV
gap between HOMO and LUMO: 11.4 eV
total charge: +1

Mulliken atomic charge list, values in e, 5 entries: 0.115, -0.518, -0.378, 0.255, 0.279

The highest calculated total energy belongs to which entry? C2H8NO